{"formula": "C4H7NO2", "method": "the ωB97M-V functional and the def2-TZVPD basis", "elements": ["C", "C", "C", "C", "H", "H", "H", "H", "H", "H", "H", "N", "O", "O"], "positions_angstrom": [[-1.7908, 1.2731, -0.0398], [0.2754, 0.1279, -0.4348], [0.8284, -0.5525, 0.8121], [1.4675, -1.6367, 0.1042], [-1.4609, 2.1909, -0.5054], [-1.9054, 1.2895, 1.0716], [-2.7836, 1.0850, -0.5568], [0.4362, 1.2812, -0.5004], [1.6420, 0.0585, 1.0728], [-0.0366, -0.7253, 1.4774], [1.9589, -2.4510, 0.7481], [1.6603, -1.5604, -1.1270], [-1.1421, 0.0448, -0.5177], [0.8507, -0.4252, -1.6043]], "atomic_forces_ev_per_a": [[-2.250, -2.533, -1.175], [-1.501, 3.744, -1.092], [-2.088, 0.823, -2.104], [1.978, -3.375, 2.563], [0.856, 0.162, 0.178], [0.273, 0.194, -0.911], [0.637, 0.593, 1.261], [0.466, -1.851, 0.302], [0.798, 0.871, 1.653], [1.051, -0.054, 0.145], [-0.535, 0.976, -1.580], [-1.079, 0.416, -1.396], [0.449, 1.015, 0.525], [0.943, -0.980, 1.630]], "lowdin_charge": [-0.08, -0.41, -0.08, -0.20, 0.07, 0.10, 0.11, 0.17, 0.11, 0.15, 0.15, 0.12, -0.15, -0.05], "fmax_ha_per_bohr": 0.091, "energy_ev": -9843.1852, "smiles": "CO[C@H]1CC=NO1", "e_above_lowest_kj_mol": 395.1, "multiplicity": 1, "homo_lumo_gap_ev": 10.7465, "homo_ev": -9.90, "total_charge": 0, "mol_weight_da": 101.105, "lumo_ev": 0.8}



{"formula": "C4H7NO2", "method": "the ωB97M-V functional and the def2-TZVPD basis", "elements": ["C", "C", "C", "O", "C", "O", "N", "H", "H", "H", "H", "H", "H", "H"], "positions_angstrom": [[-1.0090, -1.1396, 0.5414], [-0.3881, 0.0132, -0.2420], [-1.1271, 1.3129, 0.0249], [-2.0729, 1.4120, 0.7644], [1.0754, 0.3231, 0.1090], [1.3720, 0.9642, 1.1024], [2.0153, -0.1076, -0.7712], [-0.8203, -1.0227, 1.6109], [-2.0940, -1.1361, 0.3926], [-0.6133, -2.1023, 0.2060], [-0.4772, -0.1892, -1.3202], [-0.7451, 2.1878, -0.5381], [1.7979, -0.6618, -1.5806], [2.9656, 0.1902, -0.6114]], "atomic_forces_ev_per_a": [[0.066, -0.097, 0.091], [-0.012, 0.020, 0.045], [-0.502, 0.145, 0.174], [0.430, -0.040, -0.379], [0.014, 0.030, 0.130], [-0.258, -0.239, -0.316], [0.064, 0.030, -0.036], [-0.014, -0.015, -0.121], [0.231, -0.006, 0.030], [0.003, 0.120, 0.086], [0.078, 0.122, 0.125], [-0.011, 0.001, 0.108], [-0.022, 0.107, 0.065], [-0.068, -0.178, -0.001]], "lowdin_charge": [-0.05, -0.26, -0.23, 0.08, -0.52, 0.07, 0.17, 0.09, 0.09, 0.08, 0.14, 0.14, 0.10, 0.11], "fmax_ha_per_bohr": 0.011, "energy_ev": -9846.7559, "smiles": "C[C@@H](C=O)C(N)=O", "e_above_lowest_kj_mol": 50.5, "multiplicity": 1, "homo_lumo_gap_ev": 10.6312, "homo_ev": -9.98, "total_charge": 0, "mol_weight_da": 101.105, "lumo_ev": 0.6}